Below is C49H71BN10O3SV as an isolated structure in a non-equilibrium geometry, with properties calculated with the ωB97M-V functional and the def2-TZVPD basis.

```
136
Properties=species:S:1:pos:R:3:forces:R:3
V -0.92346 0.32580 -0.44423 -0.6 -1.1 0.7
S -0.04631 1.13762 -3.26585 0.0 0.0 -0.2
O -1.06958 2.04466 -3.67603 -0.2 0.0 0.1
O 1.03460 -5.63658 0.83356 0.0 -0.1 -0.1
O 0.99747 1.56020 -2.37705 0.0 0.0 -0.1
N 1.18760 -4.34056 2.67891 0.0 0.1 -0.1
N -0.45520 0.98197 2.10386 0.0 0.1 -0.1
N -1.34020 0.08530 1.52043 0.1 0.0 0.1
N 0.84885 -0.26766 -0.38923 0.1 0.5 -0.2
N -2.81283 0.16588 -1.29477 0.1 0.2 -0.1
N -1.22691 2.21514 -0.42539 0.1 0.0 0.1
N -0.89878 -0.07211 -2.32126 -0.1 0.4 -0.2
N 1.48884 0.56380 0.52953 -0.1 0.0 0.1
N -1.34966 -1.92843 -0.15318 0.1 0.1 0.0
N -0.07077 2.60690 0.27075 0.1 -0.1 -0.2
C 0.07112 3.93130 0.18363 0.2 0.0 -0.1
C -3.05438 -0.66138 -3.52363 0.0 0.0 0.1
C 1.81692 -1.09712 -0.96841 0.0 0.0 0.0
C 3.06183 -2.26580 -2.75581 0.0 0.0 0.0
C 1.18429 4.72317 0.78880 0.0 0.0 0.0
C 1.74213 -0.65587 -6.99577 0.0 0.0 0.0
C -3.17940 3.75902 -1.47220 0.0 0.0 0.0
C -2.03840 -0.49476 2.55989 -0.1 0.0 -0.1
C 2.35129 4.76728 -0.20756 0.0 0.0 0.0
C 0.64353 -4.69684 1.50270 -0.1 0.1 0.0
C -0.97019 2.89696 4.97048 0.0 0.0 0.0
C -0.47125 -2.56950 0.64170 0.0 0.0 0.1
C 1.73434 -2.03392 3.44838 0.0 0.0 0.0
C -2.35066 -2.65371 -0.66428 0.0 -0.1 0.0
C 0.80212 1.17271 5.47534 0.0 0.0 0.0
C 0.07205 1.93982 4.37198 0.0 0.0 0.0
C -1.55120 -4.66751 0.34005 0.0 0.0 0.0
C -3.32862 -2.15086 3.91924 0.0 0.0 0.0
C 2.00532 0.17492 -4.73689 0.0 -0.1 -0.1
C -2.49590 -4.01117 -0.42417 0.0 0.1 0.0
C 2.35279 -1.20745 -8.24562 0.0 0.0 0.0
C -0.19631 0.08724 -5.75498 0.0 0.0 0.0
C -1.81743 3.37898 -0.91090 0.1 0.0 0.0
C 2.32521 -5.14568 3.14814 0.0 0.0 0.0
C 1.66927 -1.97367 -2.18657 0.0 0.1 -0.1
C -4.38719 -1.22170 1.86479 0.0 0.0 0.0
C 2.98701 -0.82144 -0.33190 0.0 -0.1 0.0
C 4.79116 1.61195 0.34872 0.0 0.0 0.0
C -0.51474 -3.92491 0.89708 0.0 0.1 0.0
C 3.62214 -4.81697 2.42722 0.0 0.0 0.0
C -0.98789 4.42018 -0.57469 0.0 0.0 0.0
C -1.62710 0.09254 3.73493 0.1 0.0 0.0
C 3.91435 0.83400 1.35135 0.0 -0.1 0.0
C 0.76371 -3.21331 3.49094 -0.1 0.0 0.1
C 0.92486 -3.30051 -2.04028 0.0 -0.1 0.0
C 2.54779 -0.33240 -5.90180 0.0 0.0 0.1
C 0.72011 6.12982 1.16487 0.0 0.0 0.0
C 2.77515 0.23670 0.58355 0.0 0.0 0.0
C 0.36573 -0.43563 -6.90296 0.0 0.0 0.0
C -4.96835 -0.35208 -2.08063 0.0 0.1 0.1
C -3.96090 2.97962 -2.51949 0.0 0.1 0.0
C -4.09100 4.05095 -0.26699 0.0 0.0 0.0
C -4.42490 -0.73960 -3.30232 0.1 0.0 0.0
C -3.05789 -1.61152 2.51046 0.0 -0.1 0.0
C 0.62770 0.36571 -4.66771 0.0 0.0 0.0
C 3.63932 1.65355 2.60467 0.0 0.0 0.0
C -4.12956 0.11552 -1.08378 -0.1 -0.1 -0.1
C -2.28931 -0.18795 -2.47639 0.1 0.0 -0.2
C -0.62818 1.01405 3.42679 0.0 0.1 0.0
B 0.64818 1.66118 1.26594 -0.1 0.0 0.1
H 2.63306 0.45200 -3.90407 0.0 0.0 0.0
H -2.63166 -2.43240 1.93160 0.0 0.0 0.0
H -5.15266 -1.94006 2.15296 0.0 0.0 0.0
H 0.66792 -3.56507 4.52113 0.0 0.0 0.0
H -5.01337 4.51129 -0.61686 0.0 0.0 0.0
H -3.88040 -1.43047 4.52342 0.0 0.0 0.0
H -4.62101 3.69084 -3.01622 0.0 0.0 0.0
H 0.31036 -1.96796 1.07889 0.0 0.0 0.0
H 1.60622 0.54770 5.08498 0.0 0.0 0.0
H 1.26899 -1.15214 3.89072 0.0 0.0 0.0
H 2.03215 -1.80398 2.42124 0.0 0.0 0.0
H 2.64261 3.76708 -0.52874 0.0 0.0 0.0
H 1.63400 -1.24822 -9.05977 0.0 0.0 0.0
H 1.33987 -3.91933 -1.24582 0.0 0.0 0.1
H 3.65915 -1.36678 -2.89504 0.0 0.0 0.0
H -1.16817 5.45295 -0.81371 0.0 0.0 0.0
H 3.21035 5.25388 0.25145 0.0 0.0 0.0
H -6.03533 -0.37894 -1.91178 0.0 0.0 0.0
H 4.49195 -0.04832 1.65376 0.0 0.0 0.0
H -2.94129 4.71817 -1.93845 0.0 0.0 0.1
H 1.36918 2.28623 1.93862 0.0 0.0 0.0
H 2.41521 -4.96708 4.21998 0.0 0.0 0.0
H 0.79672 2.53299 3.81394 0.0 0.0 0.0
H 1.51762 6.63908 1.70227 0.0 0.0 0.0
H -0.26382 -0.64609 -7.75680 0.0 0.0 0.0
H 3.61169 -2.95504 -2.11331 0.0 0.0 0.0
H -4.32465 -1.24747 0.78188 0.0 0.0 0.1
H -3.32946 -4.53921 -0.86335 0.0 0.0 0.0
H 0.11423 0.53760 6.03384 0.0 0.0 0.0
H 2.90193 1.18771 3.25704 0.0 0.0 0.0
H 0.49635 6.72349 0.27926 0.0 0.0 0.0
H 3.89849 -3.77063 2.55832 0.0 0.0 0.0
H -5.07348 -1.10463 -4.08751 0.0 0.0 0.0
H 3.32031 2.66785 2.36788 0.0 0.0 0.0
H 1.05094 -3.85139 -2.97153 0.0 0.0 0.0
H 2.64400 -2.24801 4.00757 0.0 0.0 0.0
H -2.41684 -2.42116 4.44886 0.1 0.0 0.0
H -1.58507 -5.73887 0.48747 0.0 0.0 0.0
H -2.60243 -0.98086 -4.45021 0.0 0.0 0.0
H 1.51686 4.21548 1.69609 0.0 0.0 0.0
H 1.23905 1.88077 6.17693 0.0 0.0 0.0
H 4.22774 2.41648 -0.12331 0.0 0.0 0.0
H -3.07459 -2.16137 -1.28873 0.0 0.1 -0.1
H -3.94469 -3.04488 3.84079 0.0 0.0 0.0
H 3.20050 -0.59963 -8.56060 0.0 0.0 0.0
H 2.72553 -2.21748 -8.06964 0.0 0.0 0.0
H -1.68362 2.35777 5.59277 0.0 0.0 0.0
H 5.18891 0.96622 -0.43172 0.0 0.0 0.0
H 3.53415 -5.03500 1.36383 0.0 0.0 0.0
H 1.11990 -1.37196 -2.91358 0.0 -0.1 0.0
H 2.07525 5.33621 -1.09492 0.0 0.0 0.0
H -4.35450 3.12535 0.25007 0.0 0.0 0.0
H -4.61159 2.24576 -2.06230 0.0 -0.1 0.0
H -1.52452 3.42925 4.19736 0.0 0.0 0.0
H 4.42897 -5.42691 2.82926 0.0 0.0 0.0
H -0.16024 6.11259 1.80540 0.0 0.0 0.0
H -1.24993 0.32654 -5.72518 0.0 0.0 0.0
H -0.46967 3.63134 5.59920 0.0 0.0 0.0
H -3.62576 4.72271 0.45217 0.0 0.0 0.0
H -0.23642 -2.90898 3.17982 0.0 0.0 0.0
H 4.57057 1.73305 3.16296 0.0 0.0 0.0
H 3.94171 -1.27911 -0.52147 0.0 0.0 0.0
H -0.14222 -3.17349 -1.88826 0.0 0.0 0.0
H 5.63136 2.05014 0.88400 0.0 0.0 0.0
H -3.34409 2.52511 -3.28047 0.2 -0.1 -0.1
H 2.06966 -6.19504 3.00262 0.0 0.0 0.0
H 3.61941 -0.46435 -5.97616 0.0 0.0 0.0
H -1.99754 -0.12401 4.71924 0.0 0.0 0.1
H -4.72081 -0.23571 2.19114 0.0 0.0 0.0
H -4.49539 0.46968 -0.13186 0.0 0.0 -0.1
H 2.95005 -2.74717 -3.72545 0.0 0.0 0.0
```
Forces are in eV/Å.

ΔE to the lowest compared entry with this formula, charge and spin	0.000	eV
charge	+3
multiplicity	1
E_tot	-110186.117	eV
HOMO-LUMO gap (alpha / beta)	0.182 / 0.181	hartree
LUMO (alpha / beta)	-0.3988 / -0.3996	hartree